No. 1
{
  "formula": "C2H5FSi",
  "method": "the ωB97M-V functional and the def2-TZVPD basis",
  "orbital_gap_ev": 7.71,
  "charge": 0,
  "de_lowest_kcal_mol": 102.6,
  "species": ["C", "H", "H", "Si", "C", "H", "F", "H", "H"],
  "xyz": [[-0.385, 0.557, 0.219], [2.129, -0.031, -0.510], [1.906, -2.146, -0.020], [2.593, -1.289, -1.079], [-1.696, 0.614, 0.357], [0.191, 1.181, 0.868], [-2.512, -0.278, -0.286], [-2.414, 1.223, 1.033], [0.188, 0.169, -0.583]],
  "atomic_forces_ev_per_a": [[-0.7, 1.5, 0.5], [-0.1, 0.8, 0.5], [0.0, 0.2, 0.0], [0.4, -1.1, -0.5], [-2.0, -0.4, 0.9], [0.2, 0.5, 0.3], [0.4, 0.5, -0.4], [2.0, -0.9, -0.9], [-0.2, -1.0, -0.4]]
}


No. 2
{
  "formula": "C4H8N4S",
  "method": "the ωB97M-V functional and the def2-TZVPD basis",
  "orbital_gap_ev": [4.27, 4.26],
  "charge": -2,
  "de_lowest_kcal_mol": 107.9,
  "species": ["C", "N", "N", "H", "S", "H", "H", "N", "H", "C", "H", "H", "H", "C", "N", "H", "C"],
  "xyz": [[-2.248, 1.719, 2.679], [-1.440, 0.537, 0.686], [0.120, -0.719, -0.702], [2.021, 0.599, 0.468], [-2.786, 3.089, 3.583], [0.620, 1.938, 0.909], [-0.866, -1.477, -3.240], [-0.126, 0.146, 0.258], [0.154, 3.240, 0.440], [-1.577, 1.427, 1.548], [1.022, 0.577, 1.884], [-2.094, 0.817, 3.251], [-0.827, -3.011, -2.401], [1.049, 0.860, 0.819], [-0.810, -1.367, -1.293], [0.730, -2.085, -2.532], [-0.336, -2.076, -2.438]],
  "atomic_forces_ev_per_a": [[1.4, 0.3, -0.6], [0.5, -1.2, -1.7], [-0.6, 0.0, -0.2], [0.3, 0.0, -1.1], [-0.3, 0.2, -0.1], [1.5, -0.3, -1.0], [1.0, -0.9, -0.1], [0.8, 0.0, -0.6], [-0.2, 0.6, -0.1], [-0.5, -0.2, 1.3], [0.3, -0.2, 0.2], [-0.3, -0.5, 0.5], [-0.1, -1.5, -0.3], [-3.0, 0.2, 2.5], [0.1, 1.5, 2.2], [0.8, -0.2, -0.3], [-1.6, 2.0, -0.5]]
}


No. 3
{
  "formula": "C5H7NS2",
  "method": "the ωB97M-V functional and the def2-TZVPD basis",
  "orbital_gap_ev": 8.45,
  "charge": 0,
  "de_lowest_kcal_mol": 78.2,
  "smiles": "CN1S[C@H]2C[C@H]2C1=S",
  "species": ["C", "H", "C", "S", "N", "H", "H", "C", "S", "H", "H", "H", "C", "C", "H"],
  "xyz": [[1.215, -1.745, 0.598], [-1.558, 2.266, -1.009], [-0.842, -0.187, -0.117], [-2.517, -0.546, 0.029], [-0.209, 0.991, 0.089], [-0.024, -1.797, -1.322], [2.095, -0.945, -1.249], [1.434, -0.545, -0.392], [1.477, 1.170, 0.025], [1.466, -2.718, 0.494], [-0.695, 2.950, 0.608], [1.378, -1.344, 1.649], [0.124, -1.237, -0.283], [-1.226, 2.078, 0.099], [-2.119, 1.610, 0.781]],
  "atomic_forces_ev_per_a": [[-0.9, 5.2, 2.5], [0.4, -0.1, 2.3], [-1.4, -0.3, 2.1], [1.7, 0.5, -0.5], [-4.6, 0.7, -0.4], [-0.1, 0.6, 2.8], [-1.1, 1.5, 1.2], [4.2, -3.9, -2.1], [-0.4, -1.1, 0.0], [1.4, -2.7, -0.8], [-1.2, -0.7, -0.9], [-1.0, -0.7, -1.2], [0.7, -1.1, -4.0], [0.2, 0.5, 1.1], [2.0, 1.7, -1.9]]
}


No. 4
{
  "formula": "CH5N4O2",
  "method": "the ωB97M-V functional and the def2-TZVPD basis",
  "orbital_gap_ev": 7.58,
  "charge": -1,
  "de_lowest_kcal_mol": 36.9,
  "species": ["N", "C", "O", "H", "H", "H", "N", "O", "N", "H", "N", "H"],
  "xyz": [[0.424, 0.443, -0.738], [-0.322, -1.450, -0.896], [-0.137, -1.932, 0.176], [-1.822, -0.246, 0.547], [1.637, -0.438, 0.911], [2.428, 0.276, -0.262], [1.516, 0.369, 0.355], [-0.618, -1.585, -2.037], [-0.681, 1.191, -0.358], [-0.722, 0.472, 1.549], [-1.414, 0.788, 0.740], [-0.290, 2.113, 0.013]],
  "atomic_forces_ev_per_a": [[0.6, -2.7, 0.2], [1.7, 2.1, -0.4], [-0.3, -0.9, 0.8], [0.9, 3.1, 0.1], [-1.1, -1.6, 0.6], [-2.5, 0.6, 1.4], [1.9, 2.0, -3.0], [-0.7, -0.3, -0.4], [2.0, 2.5, 0.1], [-1.3, 1.0, -1.8], [-0.8, -4.7, 3.3], [-0.6, -1.1, -1.0]]
}


No. 5
{
  "formula": "C5H13NS",
  "method": "the ωB97M-V functional and the def2-TZVPD basis",
  "orbital_gap_ev": [10.11, 4.89],
  "charge": 1,
  "de_lowest_kcal_mol": 10.9,
  "spin_multiplicity": 2,
  "species": ["H", "H", "H", "C", "H", "C", "C", "C", "H", "H", "H", "H", "H", "C", "H", "S", "H", "N", "H", "H"],
  "xyz": [[1.782, 3.003, 0.183], [-0.661, 2.079, -0.929], [1.766, -0.834, -1.178], [1.060, 0.956, -0.214], [0.853, 1.027, 0.884], [-1.446, 0.101, -0.710], [2.026, 2.156, -0.457], [-0.359, -2.197, 0.868], [2.295, -0.588, 0.415], [0.649, -1.890, 1.161], [-0.800, -2.930, 1.529], [-0.275, -2.596, -0.155], [0.064, 0.845, -2.015], [-0.266, 1.077, -0.991], [1.896, 2.539, -1.475], [-1.468, -0.772, 0.915], [-2.319, 0.768, -0.653], [1.651, -0.343, -0.313], [3.022, 1.753, -0.258], [-1.583, -0.643, -1.510]],
  "atomic_forces_ev_per_a": [[0.1, -0.2, 0.2], [0.1, 0.3, -0.1], [0.3, 0.3, -0.3], [-0.2, 0.9, 1.9], [-0.3, 0.1, -0.4], [0.1, 0.1, 0.5], [-0.9, -0.6, -0.5], [-0.4, 0.3, -1.0], [0.4, 0.1, -0.2], [-0.2, 0.1, 0.2], [0.0, -0.1, 0.3], [-0.2, 0.2, 0.4], [-0.5, 0.5, -0.1], [1.3, -1.0, -0.4], [0.5, -0.3, -0.1], [0.5, 0.1, -0.6], [-0.1, -0.7, 0.1], [-0.6, -0.8, -0.1], [0.0, 0.6, -0.2], [0.1, 0.1, 0.4]]
}


No. 6
{
  "formula": "C4H8N",
  "method": "the ωB97M-V functional and the def2-TZVPD basis",
  "orbital_gap_ev": 9.61,
  "charge": 1,
  "de_lowest_kcal_mol": 35.2,
  "smiles": "C=C/C=C/[NH3+]",
  "species": ["H", "N", "C", "C", "H", "C", "H", "H", "H", "H", "H", "H", "C"],
  "xyz": [[-1.426, -0.072, 2.016], [0.083, -0.640, -2.126], [-0.445, -0.266, 0.194], [0.534, -0.228, -0.693], [1.461, 0.213, -0.689], [-0.543, 0.254, 1.562], [0.736, -0.248, -2.747], [-0.758, -0.128, -2.102], [1.359, 1.026, 1.686], [-0.110, -1.612, -1.984], [0.024, 1.434, 3.008], [-1.326, -0.654, -0.343], [0.411, 0.919, 2.218]],
  "atomic_forces_ev_per_a": [[-1.5, 0.3, 0.8], [0.3, 0.6, 4.1], [0.1, -0.1, -0.9], [-1.6, -0.3, -0.5], [2.1, 0.7, 0.2], [1.1, -1.0, -0.9], [0.9, -0.3, -1.7], [-1.5, 0.6, -1.2], [-0.1, 0.6, 0.8], [0.4, -1.0, -1.3], [0.2, 1.2, 2.7], [-0.3, 0.0, 1.3], [-0.3, -1.3, -3.5]]
}


No. 7
{
  "formula": "C4H18NO7S",
  "method": "the ωB97M-V functional and the def2-TZVPD basis",
  "orbital_gap_ev": 8.06,
  "charge": -1,
  "de_lowest_kcal_mol": 33.2,
  "species": ["H", "O", "O", "O", "H", "O", "S", "H", "H", "H", "H", "H", "O", "H", "C", "C", "H", "H", "H", "H", "H", "H", "H", "H", "O", "C", "N", "H", "H", "O", "C"],
  "xyz": [[1.396, -1.334, -0.267], [-2.719, 0.663, 1.443], [3.939, 1.423, 1.107], [1.173, -2.106, 0.327], [-2.254, 0.597, 0.596], [-0.732, -1.905, 3.569], [0.292, 3.667, -1.440], [3.272, 1.851, 1.670], [1.190, -1.422, 1.840], [-0.059, 3.762, -0.157], [-0.255, -1.059, 3.529], [-2.335, -0.055, 1.956], [0.721, 0.256, -3.366], [3.436, 0.733, 0.649], [0.827, 0.211, -2.138], [-0.756, 2.239, -1.867], [1.871, -1.415, 3.208], [-2.120, 0.402, -2.117], [-2.418, -1.807, -1.743], [-0.481, -2.431, 2.814], [-1.719, 2.504, -1.448], [0.121, 0.957, -0.316], [-0.798, -1.797, -1.824], [-0.917, 2.096, -2.935], [1.800, -0.252, -1.451], [-1.586, -1.335, -1.205], [-1.597, 0.102, -1.308], [1.125, -2.930, -0.204], [-1.535, -1.685, -0.187], [1.463, -0.811, 2.571], [-0.346, 0.882, -1.304]],
  "atomic_forces_ev_per_a": [[0.1, -0.1, -0.6], [0.1, -0.1, 0.3], [-0.4, 0.1, 0.3], [-0.3, -1.1, -0.1], [-0.1, 0.0, -0.5], [-0.9, 0.1, 0.9], [0.4, -0.2, -0.7], [0.3, -0.3, -0.3], [0.5, 0.5, 0.1], [-0.2, -0.1, 0.1], [0.2, -0.6, -0.5], [0.0, 0.0, 0.2], [-0.1, -0.2, -0.1], [0.0, 0.1, -0.1], [0.2, 0.6, 0.2], [-0.2, -0.1, 0.8], [0.0, 0.3, -0.2], [-0.1, -0.2, -0.1], [-0.6, 0.6, 0.6], [0.3, 0.2, -0.3], [-0.4, -0.1, 0.1], [-0.6, 0.1, 0.3], [0.6, 0.2, 0.6], [0.5, 0.5, -0.2], [-0.7, -0.1, -0.1], [0.5, -0.8, -1.6], [-0.3, 0.7, 0.4], [0.1, 1.2, 0.4], [0.1, -0.1, 0.3], [0.2, -0.3, 0.2], [0.9, -0.7, -0.2]]
}


No. 8
{
  "formula": "C4H5LiO6",
  "method": "the ωB97M-V functional and the def2-TZVPD basis",
  "orbital_gap_ev": [5.98, 7.08],
  "charge": -1,
  "spin_multiplicity": 2,
  "species": ["O", "C", "O", "Li", "H", "O", "H", "C", "O", "O", "H", "H", "O", "H", "C", "C"],
  "xyz": [[1.513, 0.385, 0.554], [1.649, -0.613, -0.468], [-2.318, 0.161, 1.794], [-1.108, 0.746, -1.415], [1.804, -0.100, -1.426], [0.424, 1.836, -0.766], [2.567, -1.161, -0.217], [0.742, 1.446, 0.356], [-2.707, 0.989, -0.276], [-0.736, -0.944, -0.819], [0.730, -2.383, -1.177], [-0.731, 1.205, 1.686], [0.215, 1.836, 1.476], [0.381, -2.018, 0.527], [-2.874, 0.175, 0.655], [0.448, -1.558, -0.484]],
  "atomic_forces_ev_per_a": [[0.6, -0.1, 0.5], [0.5, 0.0, -0.5], [-0.4, 0.0, -1.5], [-0.2, -0.5, 0.8], [-0.2, -0.2, 0.0], [0.6, 0.6, 0.4], [-0.1, 0.1, 0.1], [-1.6, -2.2, -1.5], [-0.5, -0.7, 0.0], [0.9, 0.0, -0.3], [0.1, 0.0, 0.0], [2.2, 1.4, -0.8], [-3.0, -0.5, 1.7], [0.2, 0.0, -0.1], [1.7, 1.6, 1.4], [-0.9, 0.5, -0.1]]
}


- Which of these has the lowest charge?
  C4H8N4S


- Number 2 is which compound?
  C4H8N4S


- Which value of charge does entry 4 give?
  -1